1.
{"formula": "C35H33F6N3O5P2S2Ti", "method": "ωB97M-V/def2-TZVPD", "multiplicity": 2, "homo_ev": [-10.56, -10.56], "homo_lumo_gap_ev": [5.99, 6.00], "e_above_lowest_kcal_mol": 39.2, "total_charge": 1, "symbols": ["Ti", "C", "C", "P", "C", "C", "C", "C", "C", "C", "C", "C", "C", "C", "C", "C", "P", "C", "C", "C", "C", "C", "C", "C", "C", "C", "C", "C", "C", "H", "H", "H", "H", "H", "H", "H", "H", "H", "H", "H", "H", "H", "H", "H", "H", "H", "H", "H", "H", "H", "H", "H", "H", "N", "C", "O", "C", "C", "C", "N", "C", "C", "H", "H", "H", "H", "H", "H", "F", "C", "F", "F", "S", "O", "O", "N", "S", "O", "O", "C", "F", "F", "F", "C", "H", "H", "H"], "coordinates": [[-0.45040, -2.11870, -1.51898], [0.20472, 2.26899, -1.48124], [-0.70338, 2.42301, -0.25952], [-0.01958, 3.07628, 1.37117], [-0.12534, 4.92133, 1.38187], [1.08614, 5.59095, 1.47225], [1.18034, 6.97802, 1.49414], [0.00276, 7.72627, 1.54014], [-1.19802, 7.06233, 1.61361], [-1.30554, 5.65554, 1.53596], [-1.46859, 2.61044, 2.34833], [-1.30707, 2.03456, 3.64594], [-2.44264, 1.65906, 4.36759], [-3.72309, 1.91297, 3.90021], [-3.86134, 2.24638, 2.57500], [-2.75039, 2.67583, 1.82388], [1.15196, 0.60136, -1.56173], [1.73673, 0.72595, -3.31042], [1.79809, 1.95031, -4.02235], [2.04572, 1.98301, -5.37837], [2.23643, 0.76373, -6.05223], [2.41572, -0.40549, -5.32329], [2.08896, -0.43365, -3.97163], [2.68339, 1.10196, -0.73274], [3.30187, 2.30604, -1.01176], [4.57609, 2.53901, -0.51757], [5.25691, 1.56251, 0.19391], [4.59008, 0.36459, 0.52366], [3.30267, 0.14653, 0.03964], [0.96773, 3.06411, -1.53535], [-0.44742, 2.29406, -2.38004], [-1.14484, 1.40943, 0.01793], [-1.62572, 3.02042, -0.53947], [2.01286, 4.95077, 1.43666], [2.16472, 7.41647, 1.38837], [0.01713, 8.81305, 1.51298], [-2.12511, 7.58368, 1.61092], [-2.27006, 5.13905, 1.48282], [-0.29631, 2.03396, 4.05780], [-2.34096, 1.34679, 5.44841], [-4.56581, 1.69076, 4.53209], [-4.77759, 2.16922, 2.02539], [-2.88347, 3.06865, 0.81090], [1.53716, 2.89881, -3.52602], [2.21830, 2.94193, -5.87242], [2.31766, 0.70865, -7.10545], [2.68424, -1.34696, -5.80191], [2.11501, -1.38451, -3.40121], [2.83589, 3.06782, -1.61304], [5.00200, 3.52038, -0.65478], [6.24949, 1.74971, 0.58720], [5.02962, -0.41778, 1.13106], [2.75945, -0.78693, 0.13670], [-1.62604, -4.57775, 4.54629], [-2.41481, -3.62442, 4.00726], [-3.47025, -3.31312, 4.58758], [-2.00283, -3.05371, 2.73110], [-0.70784, -2.77113, 2.35532], [-0.45067, -2.10405, 1.16132], [-1.47370, -1.86230, 0.30582], [-2.77404, -2.25117, 0.59202], [-3.07922, -2.82213, 1.81592], [-2.01904, -5.11714, 5.30931], [-0.91945, -5.07691, 3.97863], [0.13372, -3.13081, 2.95215], [0.50868, -1.65266, 0.86181], [-3.48743, -1.87783, -0.12097], [-4.10011, -2.99423, 2.08350], [1.02315, -6.41569, -3.53313], [1.69143, -5.39010, -2.92923], [2.92878, -5.83997, -2.38582], [2.00822, -4.46045, -3.87979], [0.65689, -4.43385, -1.49672], [-0.67258, -3.91378, -2.15249], [1.38807, -3.10474, -1.35936], [0.25904, -4.88203, -0.03703], [-0.16871, -6.31711, 0.57260], [0.11015, -7.46013, -0.27877], [0.03576, -6.24905, 2.01492], [-2.03740, -6.34268, 0.49659], [-2.43151, -7.54071, 0.95302], [-2.50576, -6.16515, -0.72501], [-2.48124, -5.30978, 1.32309], [-1.71884, -1.29786, -2.90648], [-1.80958, -0.21862, -2.72972], [-2.70892, -1.74751, -2.62909], [-1.42112, -1.56203, -3.91964]]}



2.
{"formula": "C35H33IN4PdS", "method": "ωB97M-V/def2-TZVPD", "multiplicity": 1, "homo_ev": [-12.71, -12.71], "homo_lumo_gap_ev": [3.86, 3.78], "e_above_lowest_kcal_mol": 150.9, "total_charge": 2, "symbols": ["Pd", "I", "C", "C", "C", "C", "C", "C", "C", "C", "C", "C", "H", "H", "H", "H", "H", "H", "N", "C", "S", "N", "C", "C", "C", "C", "C", "C", "H", "H", "H", "H", "H", "H", "H", "H", "N", "C", "C", "C", "C", "C", "C", "C", "C", "C", "C", "C", "C", "C", "H", "H", "H", "H", "H", "H", "H", "H", "H", "H", "C", "C", "C", "C", "C", "N", "H", "H", "H", "H", "H", "H", "H", "H", "H"], "coordinates": [[0.05623, -1.97514, 0.09364], [-1.81277, -3.03856, 1.62988], [-0.53613, -4.70538, 1.92291], [-1.00805, -5.84307, 2.50533], [-0.10871, -6.89423, 2.77200], [1.22085, -6.74047, 2.49999], [1.71811, -5.55792, 1.90402], [3.09437, -5.38845, 1.63580], [3.55252, -4.23934, 1.05925], [2.65353, -3.21767, 0.69366], [1.30791, -3.36481, 0.89367], [0.80950, -4.51445, 1.55788], [-2.05404, -5.94311, 2.76411], [-0.47945, -7.81100, 3.20868], [1.92291, -7.52795, 2.74183], [3.78237, -6.17939, 1.90515], [4.60891, -4.11355, 0.86205], [3.05472, -2.32598, 0.22992], [-3.12684, -0.34937, 4.04320], [-3.25137, 0.40069, 2.93907], [-3.55537, -0.35469, 1.44248], [-3.06713, 1.71892, 3.09119], [-3.28828, 2.78169, 2.16896], [-4.30363, 2.75430, 1.22108], [-4.48418, 3.84655, 0.38663], [-3.66859, 4.96320, 0.49629], [-2.66729, 4.99175, 1.45586], [-2.48217, 3.90830, 2.29784], [-3.33402, -1.32972, 3.99515], [-3.02981, 0.06221, 4.95821], [-2.75700, 2.02731, 4.00227], [-4.97660, 1.91265, 1.16727], [-5.29031, 3.83325, -0.33467], [-3.82765, 5.81953, -0.14510], [-2.03147, 5.86131, 1.55400], [-1.70977, 3.93339, 3.05854], [-1.54686, -0.34301, -0.21276], [-1.20548, 0.79950, -0.59206], [-1.95389, 1.97110, -1.05306], [-1.36018, 3.23380, -0.98820], [-1.99884, 4.32427, -1.54980], [-3.20852, 4.15188, -2.21187], [-3.79700, 2.89567, -2.28149], [-3.18097, 1.80360, -1.69626], [0.30568, 0.73907, -0.74608], [1.10117, 0.60803, 0.41146], [2.51184, 0.43396, 0.54583], [3.56233, 0.46263, -0.32274], [3.67208, 0.78755, -1.78660], [0.71106, 0.38903, -2.00900], [-0.40671, 3.35884, -0.48653], [-1.54154, 5.30251, -1.49109], [-3.68928, 5.00031, -2.67979], [-4.73027, 2.76374, -2.81174], [-3.62825, 0.81967, -1.75552], [0.57112, 0.75452, 1.34772], [2.79775, 0.25406, 1.57695], [4.51920, 0.24809, 0.14347], [4.73835, 0.81204, -2.02035], [0.08861, 0.56623, -2.88045], [3.13523, 2.19602, -2.10789], [3.09160, -0.37178, -2.69721], [3.99601, -1.60284, -2.64407], [2.93007, 0.08433, -4.14744], [1.74507, -0.66926, -2.06602], [1.41539, -1.69340, -1.42240], [3.46017, 2.49916, -3.10015], [3.53422, 2.91074, -1.38985], [2.05022, 2.26896, -2.07667], [4.94882, -1.37500, -3.12065], [3.53515, -2.42870, -3.18503], [4.18679, -1.92887, -1.62050], [3.88898, 0.44446, -4.52031], [2.19891, 0.88436, -4.26153], [2.62064, -0.75602, -4.76834]]}



3.
{"formula": "C35H33N6O5PbSSi", "method": "ωB97M-V/def2-TZVPD", "multiplicity": 1, "homo_ev": -4.38, "homo_lumo_gap_ev": 6.36, "e_above_lowest_kcal_mol": 15.3, "total_charge": -1, "symbols": ["Pb", "N", "C", "S", "N", "N", "C", "C", "C", "C", "C", "C", "C", "C", "C", "C", "C", "C", "N", "H", "H", "H", "H", "H", "H", "H", "H", "H", "H", "H", "O", "C", "C", "C", "C", "C", "C", "C", "O", "N", "O", "O", "H", "H", "H", "H", "C", "Si", "C", "C", "N", "C", "C", "C", "C", "C", "C", "O", "C", "C", "C", "C", "C", "C", "H", "H", "H", "H", "H", "H", "H", "H", "H", "H", "H", "H", "H", "H", "H", "H", "H", "H"], "coordinates": [[-0.93891, 0.19698, 0.39347], [-2.29441, -2.94112, 3.50407], [-1.56941, -2.13022, 2.69457], [-1.92571, -0.45472, 2.81557], [-0.61131, -2.70682, 2.00997], [0.07759, -1.93802, 1.17317], [1.11119, -2.41042, 0.54987], [1.60359, -3.78982, 0.75867], [2.84739, -4.01222, 1.34177], [3.29489, -5.30292, 1.55917], [2.51809, -6.38602, 1.18187], [1.27419, -6.16922, 0.61247], [0.81389, -4.88032, 0.40967], [1.79009, -1.53202, -0.37633], [2.78919, -1.99682, -1.24433], [3.43479, -1.09952, -2.06733], [3.07369, 0.24308, -2.02523], [2.03149, 0.60868, -1.19123], [1.41889, -0.24562, -0.39393], [-3.15561, -2.55442, 3.84867], [-2.24201, -3.93132, 3.33397], [3.45159, -3.16862, 1.64317], [4.25479, -5.47052, 2.02747], [2.87719, -7.39432, 1.34277], [0.66229, -7.01392, 0.32697], [-0.15771, -4.70812, -0.02723], [3.03149, -3.04802, -1.26943], [4.21379, -1.43592, -2.73713], [3.57799, 0.97768, -2.63323], [1.66939, 1.62708, -1.14653], [-3.30001, -1.32912, -0.01823], [-3.89931, -1.26662, -1.07663], [-3.38061, -0.97932, -2.38663], [-4.28581, -0.71182, -3.39913], [-3.85841, -0.39802, -4.67943], [-2.47771, -0.39222, -4.98253], [-1.57341, -0.68132, -4.01733], [-1.95241, -0.96682, -2.65643], [-1.07601, -1.22032, -1.80313], [-4.80111, -0.09152, -5.66963], [-5.99561, -0.17402, -5.39663], [-4.40141, 0.24858, -6.77943], [-4.99781, -1.43992, -1.07603], [-5.34951, -0.71652, -3.19593], [-2.18061, -0.17162, -5.99713], [-0.51271, -0.67612, -4.22093], [-0.90581, 4.71608, -2.06453], [-1.76421, 3.51628, -0.82443], [-3.19151, 4.43968, 0.07917], [-2.61341, 2.21498, -1.91323], [-0.68111, 2.72618, 0.23917], [0.06389, 3.39418, 1.14857], [0.04269, 4.79268, 1.30457], [0.79639, 5.45538, 2.24647], [1.63749, 4.75528, 3.09297], [1.68629, 3.37448, 2.98077], [0.92609, 2.70798, 2.03887], [0.87639, 1.31728, 2.02997], [1.94519, 0.59248, 2.45577], [3.24279, 0.79978, 1.99367], [4.26469, -0.02202, 2.43247], [4.01289, -1.04092, 3.33687], [2.72329, -1.24272, 3.80257], [1.69549, -0.43042, 3.36817], [-1.60571, 5.07268, -2.81543], [-0.10011, 4.20098, -2.58353], [-0.47111, 5.58748, -1.58133], [-3.98921, 4.73008, -0.59973], [-2.85571, 5.33598, 0.59537], [-3.62051, 3.77898, 0.82987], [-3.30211, 2.67218, -2.61523], [-3.18391, 1.51198, -1.31543], [-1.89451, 1.65038, -2.49523], [-0.60871, 5.36448, 0.66777], [0.71879, 6.53188, 2.33227], [2.22719, 5.26258, 3.84357], [2.31009, 2.80358, 3.65687], [3.44569, 1.59218, 1.28807], [5.27149, 0.13428, 2.06917], [4.82029, -1.67332, 3.68017], [2.51659, -2.02672, 4.51717], [0.68379, -0.56222, 3.71757]]}